Record 1
{
  "formula": "C32H80N2O9",
  "method": "wB97M-V/def2-TZVPD",
  "smiles": "CC1(C)CCCC(C)(C)N1O.CC1(C)CCCC(C)(C)N1O.CCO.CCO.CCO.CCO.CCO.CCO.CCO",
  "orbital_gap_ev": 8.58,
  "charge": 0,
  "species": ["C", "C", "C", "C", "C", "C", "C", "C", "C", "N", "O", "H", "H", "H", "H", "H", "H", "H", "H", "H", "H", "H", "H", "H", "H", "H", "H", "H", "H", "H", "C", "C", "C", "C", "C", "C", "C", "C", "C", "N", "O", "H", "H", "H", "H", "H", "H", "H", "H", "H", "H", "H", "H", "H", "H", "H", "H", "H", "H", "H", "C", "C", "O", "H", "H", "H", "H", "H", "H", "C", "C", "O", "H", "H", "H", "H", "H", "H", "C", "C", "O", "H", "H", "H", "H", "H", "H", "C", "C", "O", "H", "H", "H", "H", "H", "H", "C", "C", "O", "H", "H", "H", "H", "H", "H", "C", "C", "O", "H", "H", "H", "H", "H", "H", "C", "C", "O", "H", "H", "H", "H", "H", "H"],
  "positions_angstrom": [[4.2815, -3.4030, 1.3072], [3.0995, -2.4493, 1.5918], [2.7033, -1.7384, 0.2934], [1.9106, -3.2775, 2.0635], [1.8530, -3.5622, 3.5530], [2.0454, -2.2763, 4.3426], [3.3566, -1.6051, 4.0059], [3.3804, -0.2511, 4.7023], [4.5601, -2.4124, 4.5481], [3.4099, -1.3912, 2.5650], [4.5377, -0.6498, 2.1603], [5.1732, -2.8788, 0.9530], [4.4948, -4.0677, 2.1399], [3.9990, -4.0165, 0.4469], [2.5603, -2.4662, -0.5106], [1.7442, -1.2427, 0.4594], [3.4114, -0.9792, -0.0337], [0.9890, -2.7848, 1.7367], [1.9041, -4.2314, 1.5281], [0.8907, -4.0127, 3.8142], [2.5887, -4.3242, 3.8334], [1.9314, -2.4183, 5.4163], [1.2575, -1.5877, 4.0161], [2.5518, 0.3553, 4.3151], [4.2747, 0.3519, 4.5467], [3.2448, -0.3571, 5.7792], [5.4968, -1.8978, 4.3268], [4.5893, -3.4316, 4.1700], [4.4848, -2.4764, 5.6357], [5.3098, -1.2149, 2.3192], [-3.5101, -1.6740, 3.6922], [-2.6344, -1.3830, 2.4618], [-1.5160, -0.4518, 2.9161], [-1.9913, -2.6670, 1.9514], [-2.9765, -3.5789, 1.2345], [-3.7050, -2.8118, 0.1290], [-4.3481, -1.5020, 0.5949], [-4.6530, -0.7054, -0.6728], [-5.6435, -1.7933, 1.3656], [-3.3282, -0.7647, 1.3340], [-3.7953, 0.5371, 1.6787], [-4.2056, -2.4889, 3.5008], [-2.8946, -2.0025, 4.5355], [-4.0414, -0.7780, 4.0140], [-1.9201, 0.3881, 3.4853], [-0.8493, -0.9887, 3.5942], [-0.9359, -0.0593, 2.0809], [-1.1828, -2.3552, 1.2778], [-1.5152, -3.1876, 2.7881], [-2.4775, -4.4425, 0.7887], [-3.6892, -3.9912, 1.9567], [-4.5160, -3.4223, -0.2848], [-2.9820, -2.6933, -0.6838], [-5.3700, -1.2783, -1.2690], [-3.7516, -0.4715, -1.2334], [-5.1783, 0.2241, -0.4366], [-5.5983, -2.7497, 1.8879], [-6.4699, -1.9561, 0.6630], [-5.9099, -0.9592, 2.0106], [-3.1051, 1.1075, 1.3007], [-1.4367, 3.6922, 2.4361], [-0.7698, 2.9861, 1.2840], [-1.7806, 2.2497, 0.5716], [-1.9294, 2.9485, 3.0717], [-2.1878, 4.4246, 2.1492], [-0.6877, 4.1724, 3.0715], [-0.0315, 2.2767, 1.6662], [-0.3283, 3.7054, 0.5917], [-1.4435, 2.0928, -0.3227], [-0.3470, 2.7722, -5.0514], [-0.9639, 4.0640, -5.5165], [-0.2880, 4.5556, -6.6903], [0.7204, 2.9043, -4.8707], [-0.5213, 1.9523, -5.7512], [-0.8126, 2.4202, -4.1249], [-0.8836, 4.8551, -4.7736], [-2.0180, 3.9208, -5.7677], [-0.7728, 4.2726, -7.4691], [-0.3993, -1.4937, -5.0269], [-0.5649, -2.5934, -6.0706], [-0.3497, -2.1208, -7.3931], [-1.3106, -0.9009, -4.9351], [0.3849, -0.8012, -5.3514], [-0.0962, -1.8496, -4.0418], [-1.5656, -3.0218, -6.0479], [0.1196, -3.4287, -5.8731], [0.5610, -1.8142, -7.4369], [-3.3843, 1.7951, -3.1413], [-3.7866, 2.7383, -2.0300], [-4.7426, 3.6888, -2.5486], [-3.1068, 2.3719, -4.0256], [-4.2291, 1.1694, -3.4359], [-2.5481, 1.1551, -2.8523], [-2.9553, 3.3175, -1.6283], [-4.2281, 2.1979, -1.1898], [-5.5724, 3.5401, -2.0912], [3.6027, 2.0282, -2.9021], [3.4527, 3.4828, -2.5144], [2.1155, 3.7086, -2.0846], [2.9304, 1.7593, -3.7190], [3.3054, 1.4078, -2.0541], [4.6404, 1.8273, -3.1576], [3.7365, 4.1496, -3.3362], [4.1381, 3.7116, -1.6874], [1.9807, 4.6386, -1.8819], [3.1149, 2.0124, 1.0186], [3.8190, 2.8761, 2.0455], [4.9708, 2.2376, 2.5505], [2.8611, 1.0465, 1.4647], [3.7673, 1.8252, 0.1660], [2.1776, 2.4601, 0.6779], [3.1211, 3.2005, 2.8309], [4.1483, 3.8060, 1.5724], [4.7371, 1.3448, 2.8353], [-0.5579, -0.3529, -1.2704], [0.5252, 0.6536, -1.5998], [-0.0656, 1.9233, -1.7756], [-1.0892, -0.1197, -0.3466], [-0.0832, -1.3254, -1.1107], [-1.2865, -0.4167, -2.0781], [0.9976, 0.3551, -2.5486], [1.3503, 0.6286, -0.8788], [0.5048, 2.5122, -2.2876]]
}

---

Record 2
{
  "formula": "C32H81CaO18V",
  "method": "wB97M-V/def2-TZVPD",
  "orbital_gap_ev": 8.82,
  "charge": 0,
  "species": ["O", "V", "O", "Ca", "C", "O", "O", "O", "O", "C", "O", "O", "H", "C", "C", "C", "O", "H", "H", "H", "H", "H", "H", "H", "H", "C", "C", "C", "O", "H", "H", "H", "H", "H", "H", "H", "H", "C", "C", "C", "O", "H", "H", "H", "H", "H", "H", "H", "H", "C", "C", "C", "O", "H", "H", "H", "H", "H", "H", "H", "H", "C", "C", "C", "O", "H", "H", "H", "H", "H", "H", "H", "H", "C", "C", "C", "O", "H", "H", "H", "H", "H", "H", "H", "H", "C", "C", "C", "O", "H", "H", "H", "H", "H", "H", "H", "H", "C", "C", "C", "O", "H", "H", "H", "H", "H", "H", "H", "H", "C", "C", "C", "O", "H", "H", "H", "H", "H", "H", "H", "H", "C", "C", "C", "O", "H", "H", "H", "H", "H", "H", "H", "H"],
  "positions_angstrom": [[-0.9433, 5.0811, -0.5421], [-0.9479, 3.5046, -0.5372], [-2.4870, 2.9650, -0.6340], [0.2785, -0.8639, 0.3806], [1.0487, 1.7534, 0.0152], [1.1464, 3.0255, 0.1783], [1.8198, 0.9091, 0.4757], [-0.0450, 1.3253, -0.3705], [-2.2836, -3.7499, -1.1492], [-1.5337, -2.7803, -0.6721], [-0.8713, -2.9629, 0.3180], [-1.4972, -1.6608, -1.1771], [-2.4915, -3.2218, -1.9235], [1.9759, 4.1603, 4.9884], [1.6449, 3.1113, 3.9084], [0.5388, 2.1430, 4.4166], [1.2281, 3.8892, 2.8677], [2.2992, 3.7315, 5.9368], [1.0943, 4.7197, 5.3013], [2.7160, 4.8817, 4.6420], [2.6094, 2.6281, 3.7523], [-0.4422, 2.5523, 4.1752], [0.6093, 1.8555, 5.4656], [0.5306, 1.2388, 3.8080], [1.6616, 3.6107, 2.0576], [-1.7428, -4.0895, -6.5386], [-1.4591, -3.1369, -5.3708], [-0.4994, -3.7614, -4.3993], [-0.8047, -2.0068, -5.9966], [-2.0055, -5.0679, -6.1363], [-0.7778, -4.2513, -7.0190], [-2.4737, -3.7503, -7.2726], [-2.3616, -2.8507, -4.8308], [-0.3702, -3.0248, -3.6063], [0.4112, -4.0740, -4.9102], [-0.9228, -4.5678, -3.8004], [-1.4087, -1.2612, -6.0251], [-3.9668, 1.6166, -4.0401], [-3.7017, 0.6793, -2.8760], [-4.8199, -0.3254, -2.9178], [-2.4494, 0.0256, -3.2609], [-3.1358, 2.2434, -4.3636], [-4.7844, 2.2811, -3.7610], [-4.1802, 1.0439, -4.9427], [-3.6341, 1.3028, -1.9846], [-4.7770, -0.9245, -2.0082], [-4.7896, -0.9699, -3.7963], [-5.7307, 0.2733, -2.9337], [-2.0207, -0.2430, -2.4450], [1.4762, -1.6546, 4.4290], [2.2466, -1.9662, 3.1307], [3.0592, -3.2762, 3.2777], [1.3348, -2.1061, 2.0784], [1.1782, -2.5313, 5.0040], [0.5612, -1.0717, 4.3240], [2.0065, -0.9738, 5.0949], [2.7694, -1.0300, 2.9351], [2.4392, -4.1684, 3.3653], [3.6772, -3.1533, 4.1671], [3.7439, -3.4458, 2.4467], [0.9378, -2.9796, 2.1107], [-1.4813, -5.2349, 3.6614], [-1.1590, -6.1278, 2.4065], [-2.3444, -6.4241, 1.4763], [-0.2213, -5.4543, 1.6057], [-2.2785, -4.5065, 3.5137], [-0.5592, -4.7137, 3.9185], [-1.8854, -5.8244, 4.4844], [-0.6592, -7.0774, 2.5982], [-2.4038, -5.8240, 0.5683], [-3.2867, -6.3013, 2.0102], [-2.2949, -7.4757, 1.1939], [-0.7442, -4.7953, 1.1433], [6.2424, 2.6439, 0.2748], [4.7649, 2.3714, 0.0787], [4.4585, 2.0488, -1.3551], [4.4972, 1.1413, 0.7183], [6.5171, 2.4417, 1.3100], [6.4151, 3.6852, 0.0027], [6.9793, 2.1359, -0.3474], [3.9891, 3.0287, 0.4714], [4.2926, 2.9261, -1.9803], [3.6095, 1.3687, -1.4244], [5.3297, 1.6051, -1.8370], [3.5544, 0.9959, 0.6101], [-0.0689, 2.4799, -5.0160], [0.3766, 2.4504, -3.5490], [1.7395, 3.1697, -3.4843], [-0.5677, 3.3188, -2.8374], [0.5307, 1.8388, -5.6623], [0.0351, 3.4655, -5.4699], [-1.0920, 2.1072, -5.0657], [0.3526, 1.5235, -2.9760], [1.6930, 4.0806, -4.0810], [2.5671, 2.5790, -3.8770], [1.9385, 3.3730, -2.4321], [-0.6049, 4.1408, -3.3319], [-3.3532, 0.4129, 2.0239], [-2.2416, -0.0509, 2.9269], [-2.5018, -1.4850, 3.3657], [-1.0044, -0.0277, 2.2535], [-3.2661, -0.1071, 1.0698], [-3.4066, 1.4993, 1.9531], [-4.3730, 0.2741, 2.3827], [-1.9923, 0.5844, 3.7767], [-1.8269, -1.9729, 4.0689], [-2.5257, -2.1179, 2.4785], [-3.4542, -1.5650, 3.8897], [-0.8453, 0.9005, 2.0672], [-1.2353, 6.0264, 2.5781], [-1.9780, 4.6833, 2.6440], [-3.3981, 4.7332, 2.1289], [-1.2944, 3.7739, 1.7808], [-0.3416, 6.0908, 3.1989], [-1.7982, 6.8141, 3.0789], [-1.2403, 6.3154, 1.5271], [-1.9201, 4.1313, 3.5821], [-3.9883, 5.4949, 2.6384], [-3.8959, 3.7640, 2.0969], [-3.3743, 5.0897, 1.0992], [-0.3651, 3.7910, 2.0207], [3.9481, -3.1481, -1.4022], [2.9035, -2.0097, -1.3194], [2.6660, -1.2233, -2.5878], [1.6868, -2.4054, -0.9633], [3.7781, -4.0205, -2.0331], [4.1839, -3.5655, -0.4233], [4.8691, -2.7273, -1.8056], [3.2692, -1.3995, -0.4935], [1.9971, -0.3889, -2.3769], [2.1737, -1.7708, -3.3916], [3.6500, -0.8531, -2.8753], [1.5803, -3.3513, -1.0877]]
}

---

Record 3
{
  "formula": "C32H82ClO13P",
  "method": "wB97M-V/def2-TZVPD",
  "smiles": "C=CO[P@](=O)(O)OCCCCl.CC(C)O.CC(C)O.CC(C)O.CC(C)O.CC(C)O.CC(C)O.CC(C)O.CC(C)O.CC(C)O",
  "orbital_gap_ev": 8.88,
  "charge": 0,
  "species": ["C", "C", "O", "P", "O", "O", "O", "C", "C", "C", "Cl", "H", "H", "H", "H", "H", "H", "H", "H", "H", "H", "C", "C", "C", "O", "H", "H", "H", "H", "H", "H", "H", "H", "C", "C", "C", "O", "H", "H", "H", "H", "H", "H", "H", "H", "C", "C", "C", "O", "H", "H", "H", "H", "H", "H", "H", "H", "C", "C", "C", "O", "H", "H", "H", "H", "H", "H", "H", "H", "C", "C", "C", "O", "H", "H", "H", "H", "H", "H", "H", "H", "C", "C", "C", "O", "H", "H", "H", "H", "H", "H", "H", "H", "C", "C", "C", "O", "H", "H", "H", "H", "H", "H", "H", "H", "C", "C", "C", "O", "H", "H", "H", "H", "H", "H", "H", "H", "C", "C", "C", "O", "H", "H", "H", "H", "H", "H", "H", "H"],
  "positions_angstrom": [[1.4883, -2.6064, 2.1658], [0.6211, -3.4008, 1.4897], [-0.4248, -3.9697, 2.1968], [-0.8440, -5.5370, 2.0629], [-0.7755, -6.1936, 3.3647], [0.0653, -6.2525, 0.9973], [-2.2950, -5.5333, 1.4429], [-3.3116, -4.9862, 2.3045], [-4.6638, -5.0215, 1.6135], [-5.4722, -3.8501, 2.1349], [-4.9100, -2.3040, 1.4308], [1.9555, -2.9462, 3.0814], [1.6492, -1.5743, 1.8896], [0.7524, -3.6169, 0.4326], [0.2423, -5.7266, 0.2065], [-3.3669, -5.5355, 3.2395], [-3.0515, -3.9610, 2.5562], [-4.5730, -5.0144, 0.5341], [-5.1943, -5.9329, 1.8818], [-5.3352, -3.7821, 3.2082], [-6.5242, -3.9433, 1.9049], [3.1603, 3.0548, 2.2793], [2.1353, 2.1329, 1.6379], [0.7162, 2.6181, 1.8778], [2.2872, 0.8082, 2.1621], [3.0223, 3.0986, 3.3626], [4.1711, 2.6823, 2.0984], [3.0824, 4.0682, 1.8801], [2.3296, 2.0715, 0.5676], [0.4955, 2.6393, 2.9497], [-0.0032, 1.9442, 1.4132], [0.5609, 3.6159, 1.4728], [2.1272, 0.8504, 3.1103], [3.1384, 0.2025, -1.2309], [3.5109, -0.9624, -2.1303], [3.4287, -0.5588, -3.5966], [2.6608, -2.0889, -1.8831], [2.1109, 0.5231, -1.4283], [3.1972, -0.0728, -0.1769], [3.8049, 1.0491, -1.4085], [4.5228, -1.2949, -1.8961], [2.4071, -0.2646, -3.8521], [3.6991, -1.3881, -4.2505], [4.0930, 0.2790, -3.8103], [1.7580, -1.8207, -2.0866], [1.6325, -5.6079, -2.6014], [2.2314, -5.3464, -3.9713], [3.7463, -5.4759, -3.9367], [1.8439, -4.0489, -4.4136], [2.0075, -4.8728, -1.8824], [0.5450, -5.5043, -2.6338], [1.8797, -6.6071, -2.2404], [1.8229, -6.0500, -4.6980], [4.1727, -4.7443, -3.2442], [4.1669, -5.2777, -4.9230], [4.0519, -6.4746, -3.6191], [2.1825, -3.4149, -3.7688], [-3.5053, 4.3651, 2.1752], [-2.2587, 5.2243, 2.0355], [-2.6064, 6.6891, 1.8321], [-1.4634, 4.7634, 0.9382], [-4.1170, 4.4264, 1.2722], [-3.2313, 3.3175, 2.3119], [-4.1128, 4.6842, 3.0195], [-1.6390, 5.1161, 2.9274], [-3.1869, 6.8261, 0.9168], [-1.6947, 7.2812, 1.7277], [-3.1872, 7.0827, 2.6638], [-1.9916, 4.8504, 0.1384], [-7.7679, 6.2334, 3.6072], [-6.5148, 7.0816, 3.4529], [-6.8611, 8.5505, 3.2629], [-5.7374, 6.6133, 2.3497], [-8.3879, 6.3044, 2.7095], [-7.5052, 5.1839, 3.7405], [-8.3623, 6.5550, 4.4632], [-5.8838, 6.9657, 4.3355], [-7.4556, 8.6866, 2.3555], [-5.9546, 9.1458, 3.1518], [-7.4299, 8.9372, 4.1091], [-6.2734, 6.7052, 1.5554], [-6.8884, -3.6797, -3.0928], [-5.4046, -3.9665, -2.9206], [-4.7792, -4.4388, -4.2243], [-5.2096, -4.9459, -1.9000], [-7.4189, -4.5867, -3.3958], [-7.3235, -3.3448, -2.1511], [-7.0592, -2.9117, -3.8480], [-4.8957, -3.0668, -2.5740], [-5.2507, -5.3669, -4.5588], [-3.7175, -4.6430, -4.0865], [-4.8910, -3.6921, -5.0113], [-5.6493, -5.7559, -2.1771], [1.6727, 8.4583, 1.7779], [1.0077, 8.5763, 0.4147], [1.2526, 7.3351, -0.4300], [1.4841, 9.7381, -0.2649], [2.7559, 8.3584, 1.6653], [1.4876, 9.3537, 2.3718], [1.3002, 7.5919, 2.3271], [-0.0654, 8.7214, 0.5442], [2.3234, 7.2004, -0.6087], [0.7704, 7.4353, -1.4026], [0.8660, 6.4391, 0.0596], [2.4320, 9.6334, -0.3923], [7.2858, 2.8649, -0.8654], [6.6236, 4.2060, -1.1442], [6.9783, 5.2310, -0.0776], [5.2076, 4.0467, -1.2198], [6.9437, 2.4635, 0.0927], [7.0208, 2.1410, -1.6363], [8.3721, 2.9566, -0.8327], [6.9375, 4.5723, -2.1221], [6.6274, 4.8964, 0.9028], [6.4951, 6.1849, -0.2898], [8.0557, 5.3910, -0.0223], [4.9035, 3.7233, -0.3650], [4.0753, -10.3062, -0.4680], [3.3784, -9.2134, -1.2631], [1.9029, -9.5226, -1.4604], [4.0170, -9.0436, -2.5307], [4.0166, -11.2598, -0.9999], [5.1311, -10.0689, -0.3377], [3.6221, -10.4311, 0.5160], [3.4851, -8.2603, -0.7429], [1.7702, -10.4517, -2.0216], [1.4244, -8.7302, -2.0351], [1.3856, -9.6222, -0.5053], [3.9373, -9.8729, -3.0120]]
}